Here is 7 unconnected molecules or ions with the total composition C35H84BN8O13PS from OMol25. Energies are from wB97M-V/def2-TZVPD.

```
! wB97M-V def2-TZVPD RIJCOSX def2/J DEFGRID3
* xyz 0 1
C 9.07817 1.83933 4.46322
C 7.71696 1.96640 4.51184
N 6.89917 1.98605 3.36591
C 7.30779 1.49925 2.13647
C 8.65776 0.88690 1.78805
O 9.37298 1.61017 1.08129
O 8.88549 -0.25069 2.22164
C 6.23492 1.64320 1.30353
P 6.19606 1.13932 -0.42084
O 4.88250 1.28634 -1.06625
O 6.62811 -0.39018 -0.44708
O 7.38865 1.87904 -1.15628
N 5.19004 2.24706 2.03257
B 3.81325 2.61047 1.56685
O 3.63238 3.23543 0.39341
O 2.76599 2.33670 2.42419
C 2.05804 1.11775 2.14549
C 2.93253 -0.05062 1.70789
C 5.63056 2.43377 3.28498
C 4.88556 3.04486 4.41362
C 4.78017 4.59563 4.16781
C 3.33480 5.08633 3.94402
S 3.15387 6.08551 2.42888
H 9.51839 0.92556 4.85785
H 9.76694 2.60062 4.11702
H 7.21285 2.02603 5.46921
H 6.78317 -0.62436 -1.37262
H 7.54022 2.73957 -0.74235
H 3.05103 2.77262 -0.22237
H 1.57634 0.82867 3.08017
H 1.23968 1.26767 1.43797
H 3.83189 -0.17092 2.30746
H 2.34483 -0.95629 1.86706
H 3.14994 -0.04143 0.63941
H 5.39223 2.89580 5.36042
H 3.90134 2.60192 4.50714
H 5.34480 4.83638 3.26863
H 5.25595 5.10498 5.00047
H 2.60948 4.28361 3.94410
H 3.08164 5.75922 4.75933
H 2.38060 5.30584 1.65810
C -0.89709 2.08995 7.32573
C -0.57387 3.38347 6.58273
C 0.55029 3.24838 5.55210
O 1.86240 3.18442 6.08492
C 2.26616 1.91993 6.57046
N -0.29379 4.43300 7.56699
H -0.17068 1.87072 8.10851
H -1.86985 2.17072 7.80969
H -0.93283 1.23884 6.64185
H -1.46955 3.67357 6.02847
H 0.53674 4.14878 4.93143
H 0.37376 2.39781 4.87845
H 1.84900 1.10006 5.97738
H 2.00293 1.78841 7.62194
H 3.35318 1.88208 6.50009
H -0.19011 5.32088 7.08307
H 0.63025 4.25545 7.95226
C 1.26179 2.93684 -5.18514
C 0.10716 3.28080 -4.24888
C 0.54860 3.61834 -2.81823
O 0.91748 2.49990 -2.03297
C 2.23355 2.01087 -2.25723
N -0.86649 2.18391 -4.27408
H 1.63443 1.92550 -5.02541
H 0.93122 2.99332 -6.22201
H 2.09333 3.63285 -5.05984
H -0.38133 4.17312 -4.65097
H -0.30501 4.06534 -2.30078
H 1.34902 4.37006 -2.81480
H 2.93926 2.81508 -2.47810
H 2.24714 1.27112 -3.05864
H 2.55745 1.50213 -1.35123
H -1.68528 2.46021 -3.73833
H -0.47304 1.41505 -3.73690
C -5.29648 -0.91480 -6.91530
C -4.06514 -0.21053 -6.35217
C -3.10470 -1.14125 -5.59902
O -3.53512 -1.52095 -4.30308
C -4.48080 -2.57391 -4.26408
N -4.50106 0.91088 -5.51621
H -6.04287 -1.11635 -6.14733
H -5.77538 -0.28661 -7.66611
H -5.02840 -1.86070 -7.39083
H -3.50963 0.19890 -7.20058
H -2.16902 -0.59806 -5.44376
H -2.85981 -2.03053 -6.19649
H -4.30321 -3.30943 -5.05472
H -5.49934 -2.18489 -4.33190
H -4.38030 -3.06841 -3.29726
H -3.68175 1.44403 -5.23478
H -4.85218 0.52178 -4.64491
C -3.30297 5.82831 0.82325
C -2.13463 6.41999 1.60655
C -1.40800 5.40344 2.49838
O -2.09091 5.05628 3.69081
C -3.11804 4.09337 3.53082
N -2.61445 7.57567 2.36987
H -4.18809 5.69243 1.44382
H -3.58494 6.49767 0.01103
H -3.03814 4.86315 0.38602
H -1.40377 6.78048 0.87662
H -0.46894 5.85884 2.82701
H -1.13984 4.49857 1.93522
H -2.86728 3.35764 2.76130
H -4.07062 4.57088 3.29339
H -3.23807 3.57618 4.48338
H -1.82130 8.04145 2.80188
H -3.14982 7.22210 3.15857
C -2.23302 -6.53847 -2.64301
C -2.17772 -5.24952 -3.45730
C -1.22630 -5.31596 -4.66061
O 0.14800 -5.22504 -4.34076
C 0.74196 -6.42679 -3.88706
N -1.84353 -4.13315 -2.56552
H -1.36558 -6.65389 -1.99303
H -3.11267 -6.53926 -1.99972
H -2.29606 -7.41410 -3.29188
H -3.18209 -5.07551 -3.85214
H -1.43089 -4.44951 -5.29668
H -1.41896 -6.20850 -5.27145
H 0.31730 -7.30194 -4.38728
H 0.64036 -6.53205 -2.80449
H 1.80589 -6.37524 -4.11733
H -1.91573 -3.26228 -3.08876
H -0.85229 -4.20986 -2.35270
C -7.06698 -10.59927 -0.97612
C -6.99561 -9.31421 -1.79572
C -6.02770 -9.38962 -2.98564
O -4.65768 -9.30281 -2.64504
C -4.07754 -10.50545 -2.17515
N -6.67587 -8.19912 -0.89882
H -6.20990 -10.71269 -0.31313
H -7.95637 -10.59177 -0.34651
H -7.12065 -11.47797 -1.62208
H -7.99313 -9.13715 -2.20864
H -6.21919 -8.52541 -3.62756
H -6.21439 -10.28333 -3.59619
H -4.49904 -11.38169 -2.67579
H -4.19432 -10.60225 -1.09347
H -3.00955 -10.46051 -2.38874
H -6.73914 -7.32720 -1.41683
H -5.68992 -8.27079 -0.66072
*
```

For the molar mass, the calculation gives 899.0 g mol⁻¹. As for the HOMO energy: -8.40 eV. Its max |F| is 2.10 eV/A. For the HOMO-LUMO gap, the calculation gives 7.4 eV.

Here are the Mulliken charges for atoms 1 to 5, given in e: C -0.855; C 0.075; N 0.422; C 0.635; C 0.184